(1)
2 unconnected molecules or ions with the total composition C4H8O2, computed with ωB97M-V with the def2-TZVPD basis set.

Geometry as XYZ:
```
14
Properties=species:S:1:pos:R:3
O -1.463 0.171 -1.293
H 0.438 -1.662 0.637
C 0.293 -1.018 -0.212
H 1.187 0.888 0.909
C -0.968 0.294 0.978
H -1.358 -0.626 1.389
H -0.140 -1.573 -1.066
H 2.243 -0.838 -1.001
O 1.976 0.526 0.471
H 1.167 0.487 -1.459
H -2.255 1.658 -0.239
C -1.628 0.751 -0.236
C 1.451 -0.174 -0.622
H -0.984 1.053 1.812
```

Values from the calculation:
Energy above the lowest of the compared OMol25 structures with the same formula, charge and spin = 102.1 kcal per mole
Calculated total energy = -307.54971 Eh
Kohn-Sham gap = 9.620 eV
E_LUMO = 0.0 eV
Strongest force on any atom = 1.41 eV/A



(2)
A molecular structure, C4H8O2, computed with ωB97M-V with the def2-TZVPD basis set.

Geometry as XYZ:
```
14
Properties=species:S:1:pos:R:3
H 2.019 -0.701 0.031
O 0.439 0.286 -0.897
H 1.432 -1.427 -1.497
C 1.621 -0.481 -0.970
C -0.491 -0.223 1.314
O -1.403 1.879 -0.157
C -0.573 -0.348 -0.165
H -0.542 1.899 -0.620
H -0.826 -1.332 -0.567
H -1.796 0.340 1.338
C -1.740 0.596 0.096
H -0.701 -1.100 1.923
H 2.352 0.104 -1.531
H 0.209 0.508 1.701
```

Values from the calculation:
Energy above the lowest of the compared OMol25 structures with the same formula, charge and spin = 113.1 kcal per mole
Calculated total energy = -307.53214 Eh
Kohn-Sham gap = 8.981 eV
E_LUMO = 0.9 eV
Strongest force on any atom = 0.27 eV/A



(3)
A single C4H8O2 molecule, computed with ωB97M-V with the def2-TZVPD basis set.

Geometry as XYZ:
```
14
Properties=species:S:1:pos:R:3
C 0.913 1.174 -0.113
H 1.660 0.740 -0.790
H -1.665 -1.711 -1.491
H -0.862 0.793 -1.315
H -0.783 -2.789 -0.377
H 0.871 2.249 -0.318
O 2.257 1.623 1.832
C -1.175 -1.778 -0.508
H -1.923 -1.579 0.274
O -0.076 -0.911 -0.407
C -0.401 0.457 -0.371
C 1.400 0.956 1.303
H -1.129 0.659 0.436
H 0.913 0.117 1.845
```

Values from the calculation:
Energy above the lowest of the compared OMol25 structures with the same formula, charge and spin = 37.1 kcal per mole
Calculated total energy = -307.65328 Eh
Kohn-Sham gap = 10.634 eV
E_LUMO = 0.9 eV
Strongest force on any atom = 0.48 eV/A



(4)
A single C4H8O2 molecule, computed with ωB97M-V with the def2-TZVPD basis set.

Geometry as XYZ:
```
14
Properties=species:S:1:pos:R:3
C 0.590 0.497 1.147
H 1.035 1.443 0.846
H -2.252 1.008 -0.294
H 0.133 -0.852 -2.066
O -1.529 1.376 0.231
H 0.953 0.083 2.083
H 1.016 -2.177 -0.053
H 1.550 0.093 -1.553
H -0.042 0.864 -1.639
O 0.191 -1.829 0.304
C -0.859 0.299 0.816
H -1.441 -0.292 1.524
C 0.478 -0.063 -1.389
C 0.179 -0.450 0.041
```

Values from the calculation:
Energy above the lowest of the compared OMol25 structures with the same formula, charge and spin = 42.0 kcal per mole
Calculated total energy = -307.64547 Eh
Kohn-Sham gap = 10.217 eV
E_LUMO = 0.9 eV
Strongest force on any atom = 0.31 eV/A



(5)
A molecular structure, C4H8O2, computed with ωB97M-V with the def2-TZVPD basis set.

Geometry as XYZ:
```
14
Properties=species:S:1:pos:R:3
H 0.936 -1.481 -0.018
O -0.188 -0.579 1.416
H -0.374 0.312 1.735
H -0.843 -1.075 -1.543
C -0.772 -0.322 -0.749
H 2.275 0.462 0.853
H -1.520 1.419 -0.783
H -2.032 -1.493 0.587
C 0.492 -0.491 0.102
H 1.061 1.583 0.159
H 2.042 0.580 -0.905
C 1.531 0.600 0.062
C -1.698 -0.461 0.446
O -0.909 0.947 -1.362
```

Values from the calculation:
Energy above the lowest of the compared OMol25 structures with the same formula, charge and spin = 109.2 kcal per mole
Calculated total energy = -307.53838 Eh
Kohn-Sham gap = 9.092 eV
E_LUMO = 0.8 eV
Strongest force on any atom = 0.40 eV/A



(6)
A molecular structure, C4H8O2, computed with ωB97M-V with the def2-TZVPD basis set.

Geometry as XYZ:
```
14
Properties=species:S:1:pos:R:3
O -0.912 0.931 0.705
C 0.295 -0.255 -0.867
H -0.486 -0.304 2.267
H -0.412 1.837 -1.061
H 0.345 -2.135 0.259
H -1.758 -0.912 1.182
O 1.925 0.467 -0.483
C -0.709 0.853 -0.687
H 1.792 1.355 -0.109
C 0.253 -1.054 0.314
H 1.529 -0.312 0.338
H -1.628 0.545 -1.218
C -0.782 -0.398 1.218
H 0.548 -0.618 -1.858
```

Values from the calculation:
Energy above the lowest of the compared OMol25 structures with the same formula, charge and spin = 96.3 kcal per mole
Calculated total energy = -307.55902 Eh
Kohn-Sham gap = 9.136 eV
E_LUMO = 0.9 eV
Strongest force on any atom = 0.31 eV/A



(7)
A single C4H8O2 molecule, computed with ωB97M-V with the def2-TZVPD basis set.

Geometry as XYZ:
```
14
Properties=species:S:1:pos:R:3
H -0.197 1.038 1.695
O 0.440 -1.087 -1.032
C -0.991 1.207 0.967
H -2.005 1.184 1.366
C -0.760 0.890 -0.442
H 1.367 0.619 -0.253
H 0.782 0.694 -1.927
H -1.622 0.625 -1.058
C 0.736 -1.780 0.160
H 0.531 -1.179 1.055
C 0.550 0.314 -0.926
O -0.735 2.231 0.016
H 0.111 -2.677 0.191
H 1.792 -2.082 0.187
```

Values from the calculation:
Energy above the lowest of the compared OMol25 structures with the same formula, charge and spin = 60.6 kcal per mole
Calculated total energy = -307.61588 Eh
Kohn-Sham gap = 10.919 eV
E_LUMO = 1.0 eV
Strongest force on any atom = 0.30 eV/A



(8)
A single C4H8O2 molecule, computed with ωB97M-V with the def2-TZVPD basis set.

Geometry as XYZ:
```
14
Properties=species:S:1:pos:R:3
H -1.505 0.555 0.441
C 0.488 -0.450 0.211
H 1.254 0.012 0.853
H -0.736 2.825 -0.405
C -0.123 1.943 -0.578
C -0.556 0.633 -0.093
O -0.686 0.983 -1.471
H -0.524 -1.297 1.928
H 0.651 -2.380 1.151
H -0.918 -2.093 0.378
O 1.105 -0.887 -0.980
H 0.724 -0.343 -1.695
H 0.946 2.127 -0.704
C -0.119 -1.626 0.962
```

Values from the calculation:
Energy above the lowest of the compared OMol25 structures with the same formula, charge and spin = 46.5 kcal per mole
Calculated total energy = -307.63837 Eh
Kohn-Sham gap = 11.169 eV
E_LUMO = 1.0 eV
Strongest force on any atom = 0.38 eV/A



(9)
A single C4H8O2 molecule, computed with ωB97M-V with the def2-TZVPD basis set.

Geometry as XYZ:
```
14
Properties=species:S:1:pos:R:3
H 1.814 -0.733 -0.889
O -0.585 1.288 -0.551
H -2.026 0.505 0.720
C 0.523 1.238 0.251
H -2.282 0.281 -1.037
H 1.308 1.770 -0.271
C -0.686 -0.978 -0.139
H -1.196 -1.793 0.384
O 0.378 -0.480 0.632
C 1.867 -0.459 0.178
C -1.538 0.294 -0.240
H 0.406 1.519 1.296
H 2.315 -1.317 0.699
H -0.344 -1.311 -1.125
```

Values from the calculation:
Energy above the lowest of the compared OMol25 structures with the same formula, charge and spin = 153.5 kcal per mole
Calculated total energy = -307.46782 Eh
Kohn-Sham gap = 7.835 eV
E_LUMO = 0.8 eV
Strongest force on any atom = 0.55 eV/A



(10)
A single C4H8O2 molecule, computed with ωB97M-V with the def2-TZVPD basis set.

Geometry as XYZ:
```
14
Properties=species:S:1:pos:R:3
H -1.503 1.126 0.828
H 3.066 1.076 -0.241
C -0.994 0.169 0.608
C -2.003 -0.763 -0.065
O 1.212 0.246 0.046
H -2.380 -0.320 -0.991
O -0.539 -0.416 1.810
H 1.965 1.101 -1.670
H 0.425 -0.350 1.808
C 2.325 0.521 -0.819
H 2.743 -0.433 -1.146
H -2.838 -0.957 0.612
H -1.522 -1.718 -0.300
C 0.031 0.553 -0.428
```

Values from the calculation:
Energy above the lowest of the compared OMol25 structures with the same formula, charge and spin = 81.3 kcal per mole
Calculated total energy = -307.58293 Eh
Kohn-Sham gap = 9.663 eV
E_LUMO = 0.8 eV
Strongest force on any atom = 0.55 eV/A



(11)
A single C4H8O2 molecule, computed with ωB97M-V with the def2-TZVPD basis set.

Geometry as XYZ:
```
14
Properties=species:S:1:pos:R:3
H 1.504 1.627 -0.577
C 0.765 1.080 0.019
H -0.375 -0.928 -1.216
H -1.399 -1.996 -0.174
C 1.308 -0.337 0.289
C -0.776 -1.098 -0.205
O -0.468 1.128 -0.689
H 0.613 1.609 0.968
H -1.524 0.588 1.008
H 1.782 -0.744 -0.618
O 0.297 -1.233 0.707
C -1.413 0.266 -0.039
H -2.378 0.330 -0.555
H 2.064 -0.291 1.081
```

Values from the calculation:
Energy above the lowest of the compared OMol25 structures with the same formula, charge and spin = 43.9 kcal per mole
Calculated total energy = -307.64254 Eh
Kohn-Sham gap = 10.486 eV
E_LUMO = 1.1 eV
Strongest force on any atom = 1.02 eV/A



(12)
A molecular structure, C4H8O2, computed with ωB97M-V with the def2-TZVPD basis set.

Geometry as XYZ:
```
14
Properties=species:S:1:pos:R:3
H -1.263 0.697 0.996
H 0.299 2.173 -0.207
H 1.960 -0.013 -0.980
O -0.569 -1.546 1.050
H 0.373 -1.016 -0.781
H -0.432 -2.498 0.948
C 0.087 1.186 -0.633
C -0.676 -0.991 -0.206
H 0.870 -0.483 1.508
H -2.079 0.653 -0.579
H 0.022 1.287 -1.722
O 1.546 0.018 1.001
C -1.132 0.460 -0.067
C 1.116 0.117 -0.293
```

Values from the calculation:
Energy above the lowest of the compared OMol25 structures with the same formula, charge and spin = 104.6 kcal per mole
Calculated total energy = -307.54568 Eh
Kohn-Sham gap = 8.534 eV
E_LUMO = 0.8 eV
Strongest force on any atom = 0.30 eV/A



(13)
A molecular structure, C4H8O2, computed with ωB97M-V with the def2-TZVPD basis set.

Geometry as XYZ:
```
14
Properties=species:S:1:pos:R:3
C -0.894 0.811 -0.539
C -1.157 -1.040 0.301
H -0.704 -2.038 0.211
H 2.684 1.236 -0.177
H -1.654 1.550 -0.276
O 2.054 0.758 -0.724
C 1.425 -0.266 -0.033
H 1.309 -0.321 1.020
H -0.321 0.573 1.633
H -0.177 1.230 -1.255
H 1.185 -1.052 -0.737
H -2.057 -1.127 0.935
O -1.467 -0.442 -0.969
C -0.228 0.130 0.610
```

Values from the calculation:
Energy above the lowest of the compared OMol25 structures with the same formula, charge and spin = 105.2 kcal per mole
Calculated total energy = -307.54471 Eh
Kohn-Sham gap = 9.528 eV
E_LUMO = 0.8 eV
Strongest force on any atom = 3.61 eV/A



(14)
A single C4H8O2 molecule, computed with ωB97M-V with the def2-TZVPD basis set.

Geometry as XYZ:
```
14
Properties=species:S:1:pos:R:3
O -0.478 -1.033 0.674
C 0.501 -0.634 -1.508
H 0.384 -1.699 -1.730
C -1.344 -0.008 1.114
H -1.309 0.052 2.216
H 1.544 -0.885 0.360
H 1.403 -0.272 -2.017
H 0.984 1.223 1.386
H 0.856 1.754 -0.322
H -2.368 -0.207 0.785
O -0.914 1.191 0.532
H -0.369 -0.096 -1.901
C 0.490 1.039 0.418
C 0.620 -0.425 -0.007
```

Values from the calculation:
Energy above the lowest of the compared OMol25 structures with the same formula, charge and spin = 29.7 kcal per mole
Calculated total energy = -307.66508 Eh
Kohn-Sham gap = 10.849 eV
E_LUMO = 1.0 eV
Strongest force on any atom = 0.38 eV/A



(15)
2 unconnected molecules or ions with the total composition C4H8O2, computed with ωB97M-V with the def2-TZVPD basis set.

Geometry as XYZ:
```
14
Properties=species:S:1:pos:R:3
C 0.568 -1.516 0.262
H 1.708 -0.135 -1.011
H 0.653 0.858 1.708
H -1.937 2.297 -0.508
O -2.166 0.316 -0.259
H 0.140 -1.505 1.276
C -1.621 1.268 -0.758
C 1.167 0.883 0.749
H -1.131 -1.191 -0.599
H -0.799 1.160 -1.484
H 1.591 1.840 0.452
H 1.303 -2.327 0.218
O -0.401 -1.827 -0.715
C 1.225 -0.192 -0.035
```

Values from the calculation:
Energy above the lowest of the compared OMol25 structures with the same formula, charge and spin = 55.4 kcal per mole
Calculated total energy = -307.62411 Eh
Kohn-Sham gap = 10.376 eV
E_LUMO = 0.5 eV
Strongest force on any atom = 0.37 eV/A



(16)
A molecular structure, C4H8O2, computed with ωB97M-V with the def2-TZVPD basis set.

Geometry as XYZ:
```
14
Properties=species:S:1:pos:R:3
H -0.553 -0.968 -2.172
H 1.753 0.109 1.963
H 1.840 0.412 -1.648
H -0.814 1.233 -0.938
H -1.593 0.669 1.216
C 0.818 -0.419 1.741
H 1.016 -1.390 1.298
H 0.620 -1.493 -0.955
O 1.205 0.025 -2.265
C -0.387 0.336 -0.484
C 0.220 -0.615 -1.483
H 0.245 -0.521 2.661
C -0.935 -0.107 0.797
O 0.511 0.789 0.536
```

Values from the calculation:
Energy above the lowest of the compared OMol25 structures with the same formula, charge and spin = 158.1 kcal per mole
Calculated total energy = -307.46051 Eh
Kohn-Sham gap = 9.128 eV
E_LUMO = 0.8 eV
Strongest force on any atom = 0.50 eV/A



(17)
2 unconnected molecules or ions with the total composition C4H8O2, computed with ωB97M-V with the def2-TZVPD basis set.

Geometry as XYZ:
```
14
Properties=species:S:1:pos:R:3
C -0.991 1.410 -0.110
H 0.965 0.564 1.634
O 0.417 0.262 -1.660
H -1.267 1.400 0.949
H 2.062 -0.235 0.365
H 0.558 -0.707 -1.699
O 0.158 -2.234 -0.724
H -0.843 2.447 -0.424
H -1.129 -1.323 0.577
C 0.264 0.628 -0.364
C 1.142 0.295 0.597
H -1.813 0.996 -0.703
H 0.505 -1.864 1.251
C -0.144 -1.782 0.365
```

Values from the calculation:
Energy above the lowest of the compared OMol25 structures with the same formula, charge and spin = 52.7 kcal per mole
Calculated total energy = -307.62838 Eh
Kohn-Sham gap = 10.216 eV
E_LUMO = 0.8 eV
Strongest force on any atom = 0.44 eV/A



(18)
2 unconnected molecules or ions with the total composition C4H8O2, computed with ωB97M-V with the def2-TZVPD basis set.

Geometry as XYZ:
```
14
Properties=species:S:1:pos:R:3
C 0.044 -0.585 1.714
H -1.946 0.126 -1.060
H -0.960 -1.528 -0.741
O 0.498 1.793 -2.392
O 1.683 0.778 -0.715
H 0.305 0.312 2.293
H -1.934 0.339 1.448
C 1.283 0.991 -1.997
C -1.126 -0.258 0.854
H 1.009 0.671 -0.008
H 1.906 0.264 -2.547
C -1.323 -0.522 -0.440
H -0.327 -1.352 2.432
H 0.887 -1.030 1.160
```

Values from the calculation:
Energy above the lowest of the compared OMol25 structures with the same formula, charge and spin = 57.2 kcal per mole
Calculated total energy = -307.62132 Eh
Kohn-Sham gap = 10.324 eV
E_LUMO = 0.9 eV
Strongest force on any atom = 2.82 eV/A



(19)
A single C4H8O2 molecule, computed with ωB97M-V with the def2-TZVPD basis set.

Geometry as XYZ:
```
14
Properties=species:S:1:pos:R:3
H 1.737 1.233 -0.153
C -1.170 -0.599 0.417
H 2.928 -0.067 -0.472
H -1.764 -1.475 0.709
H 0.344 0.633 1.437
H -0.513 -0.783 -0.521
O 1.074 -0.732 -0.006
C 0.170 -0.397 1.099
C -2.013 0.615 0.192
C 1.891 0.248 -0.606
O -3.172 0.613 -0.149
H 0.388 -1.101 1.908
H 1.692 0.330 -1.688
H -1.454 1.575 0.293
```

Values from the calculation:
Energy above the lowest of the compared OMol25 structures with the same formula, charge and spin = 63.3 kcal per mole
Calculated total energy = -307.61162 Eh
Kohn-Sham gap = 10.557 eV
E_LUMO = 0.9 eV
Strongest force on any atom = 2.70 eV/A



(20)
A single C4H8O2 molecule, computed with ωB97M-V with the def2-TZVPD basis set.

Geometry as XYZ:
```
14
Properties=species:S:1:pos:R:3
C 1.123 -0.440 -1.894
H -1.582 -1.045 -0.024
H 0.514 1.504 2.243
C -0.364 0.356 1.035
H 1.533 -1.305 -2.420
C 0.737 0.250 0.288
H 0.154 -0.166 -2.329
H 1.814 0.409 -1.998
H 1.516 1.018 0.336
O 0.968 -0.810 -0.544
O -0.404 1.268 2.056
C -1.644 -0.391 0.847
H -2.447 0.338 0.681
H -1.917 -0.987 1.723
```

Values from the calculation:
Energy above the lowest of the compared OMol25 structures with the same formula, charge and spin = 44.8 kcal per mole
Calculated total energy = -307.64111 Eh
Kohn-Sham gap = 9.231 eV
E_LUMO = 0.9 eV
Strongest force on any atom = 0.36 eV/A